[1]
128
Properties=species:S:1:pos:R:3:forces:R:3 method="wB97M-V/def2-TZVPD" e_lumo_ev=-0.6 smiles="NCc1cc(Cl)c2nc(CON=O)c(C[C@@H](O)C(F)(F)F)nc2c1CCCCn1cccc1.Fc1ccccc1.Fc1ccccc1.Fc1ccccc1.Fc1ccccc1.Fc1ccccc1.Fc1ccccc1"
Cl 3.383546 2.312741 3.858875 -0.189 0.018 -0.074
F -8.849249 1.198793 4.896104 0.019 -0.022 0.016
F 8.738525 2.057437 3.164512 0.023 0.017 0.026
F 3.672156 5.929228 -2.994949 -0.014 0.010 -0.015
F 8.524432 2.549514 -1.858590 0.091 0.094 -0.170
F -0.880592 -5.312165 0.027215 0.083 -0.014 -0.489
F -2.807063 -7.681478 -5.293555 0.001 0.003 -0.025
F 0.246780 -3.154597 -2.524610 -0.034 -0.041 -0.138
F -1.816755 -4.972722 1.928696 -0.028 -0.039 0.041
F -2.291661 -3.686145 0.282246 -0.284 0.152 -0.268
O 3.685374 -1.493173 -1.759289 -0.049 0.033 0.010
O -0.284368 -3.027841 2.618073 -0.016 -0.096 -0.046
O 3.098984 -2.416659 0.047609 -0.349 -0.295 0.099
N 2.314166 0.068623 2.267803 -0.724 0.154 -0.180
N 3.438187 -1.251092 -0.645932 0.136 -0.071 -0.151
N -0.282507 -0.054321 1.184086 0.279 0.138 0.265
N -5.910046 1.663513 0.624818 0.728 0.657 -0.242
N -1.770764 4.567075 4.261148 -0.025 -0.047 -0.225
C 1.796449 2.242943 3.145949 0.298 0.387 0.296
C -3.366665 2.401946 2.199715 -0.339 0.216 -0.324
C 0.392153 -4.303715 -3.224893 0.028 -0.173 -0.079
C -7.026172 -0.237325 0.619130 0.356 -0.335 -0.576
C -9.458458 3.435156 4.506282 0.172 0.062 0.057
C -0.342963 3.273864 2.710270 -0.018 -0.294 -0.325
C -1.293036 -4.350239 0.860239 0.307 -0.295 0.634
C 6.646848 1.281779 2.421483 -0.053 0.071 0.148
C -0.117701 -3.447851 1.280782 -0.282 0.302 0.033
C 0.057773 -2.251929 0.322078 -0.105 -0.028 0.310
C -3.179756 -7.977880 -4.029319 -0.049 -0.043 0.201
C 8.023630 3.363898 -5.346953 0.046 -0.110 0.009
C -4.963524 2.708563 0.263423 -0.248 0.324 0.032
C 8.031619 3.491613 -3.965487 -0.045 0.140 0.067
C -0.774938 2.156558 2.013678 0.097 -0.160 0.154
C -10.386518 4.346789 4.024497 -0.060 -0.081 -0.028
C -4.423669 -9.338453 -2.521753 0.060 0.087 0.043
C 0.689167 -6.638617 -4.642157 0.016 -0.045 -0.021
C 5.026551 3.526555 -0.659864 0.049 0.111 -0.053
C 8.000558 1.457377 2.209450 -0.117 -0.087 -0.149
C -1.159615 4.523865 2.909686 0.128 -0.110 0.789
C 0.131560 1.054040 1.873276 -0.423 -0.015 -0.162
C -9.749631 2.087436 4.434936 -0.133 0.146 -0.077
C 8.969408 1.275888 -3.779893 0.043 -0.126 0.088
C 1.312582 -5.234470 -2.789799 0.096 0.018 0.180
C 2.860476 -2.080213 1.428607 0.642 0.545 -0.026
C 8.507230 2.443482 -3.204546 0.021 -0.115 -0.139
C 5.891711 0.668700 1.433110 0.042 -0.071 -0.107
C 4.138252 4.153514 -1.523291 -0.138 -0.075 -0.012
C 6.286790 4.065155 -0.439152 -0.029 0.019 0.102
C 6.497286 0.235689 0.258493 -0.079 -0.042 0.035
C 0.948544 3.306043 3.292182 0.015 -0.852 -0.338
C 6.656857 5.238753 -1.080320 -0.091 -0.038 0.056
C -2.686708 -7.217275 -2.988313 0.080 0.129 0.009
C -11.587860 3.904210 3.488758 -0.043 0.031 -0.021
C -0.228265 -5.685404 -5.060994 0.144 0.010 0.010
C 1.422383 1.087010 2.418278 0.310 0.456 0.404
C -11.861225 2.544611 3.430512 0.075 0.086 0.022
C -2.128070 2.039087 1.348385 -0.288 0.407 0.220
C -7.567773 0.594200 1.605896 -0.211 0.497 0.475
C 1.455565 -6.413666 -3.506505 -0.091 0.030 -0.076
C 4.531315 5.316206 -2.153842 0.103 -0.090 0.102
C 8.479776 2.198139 -5.946401 -0.005 0.000 -0.061
C 8.620460 1.040216 1.048837 0.178 0.004 -0.026
C -3.945427 -8.584621 -1.458814 -0.013 -0.016 0.044
C 1.873330 -0.957761 1.604210 0.395 -0.486 -0.018
C -6.859293 1.776039 1.595853 -0.262 -0.743 -0.237
C -10.936186 1.625080 3.902205 -0.040 -0.184 -0.011
C 0.557085 -1.042700 1.063277 -0.215 0.230 -0.228
C -5.996298 0.449085 0.012686 -0.549 -0.135 0.531
C 7.858267 0.420148 0.069291 -0.090 -0.034 0.154
C -0.384807 -4.506218 -4.346267 -0.119 0.148 -0.080
C 8.950308 1.155065 -5.161558 -0.033 0.086 -0.001
C 5.777086 5.872827 -1.947079 0.078 0.158 -0.076
C -3.079935 -7.524681 -1.693672 -0.083 -0.114 -0.043
C -4.043358 -9.033781 -3.820670 -0.062 -0.108 -0.136
C -4.298534 3.368384 1.461878 0.310 -0.081 -0.110
H 1.906065 -5.033874 -1.906916 -0.013 0.025 -0.010
H 3.807021 -1.742560 1.841343 0.048 0.019 0.238
H -1.410589 5.349888 4.786133 -0.033 0.060 0.063
H -2.107710 2.690680 0.472508 0.005 0.135 -0.119
H 7.671539 4.386888 -3.481432 -0.023 0.020 0.051
H -0.825780 -5.860120 -5.944459 -0.041 -0.004 0.012
H 0.758194 -4.085568 1.278637 0.147 -0.138 0.013
H 0.706516 -2.510255 -0.500179 0.203 -0.128 -0.102
H 2.575099 -2.980762 1.957203 -0.180 -0.264 -0.193
H -5.095547 -10.166474 -2.340423 -0.015 -0.005 -0.018
H -0.465016 5.359043 2.850856 -0.061 0.186 -0.367
H -5.457433 3.483271 -0.323409 -0.220 -0.012 -0.077
H -3.980343 1.520073 2.377994 0.194 -0.291 0.190
H 9.681859 1.203679 0.917710 -0.004 0.011 0.024
H -8.518905 3.759338 4.934280 0.004 -0.031 -0.001
H -10.169437 5.405554 4.067837 0.011 0.006 0.018
H 3.150336 3.751246 -1.705285 0.005 0.012 -0.029
H 9.339204 0.476313 -3.151565 -0.003 0.016 0.011
H -7.335210 -1.232380 0.358270 -0.085 -0.123 0.012
H -5.347837 0.164309 -0.791213 0.196 0.045 -0.123
H -1.142423 -2.596259 2.704205 -0.004 0.122 0.087
H 8.468568 2.101843 -7.023794 -0.002 0.003 -0.001
H 9.303721 0.243974 -5.625179 0.015 -0.012 0.013
H 4.826305 0.532150 1.581900 0.013 0.031 0.055
H 6.049413 6.786032 -2.460495 -0.035 0.003 0.008
H 7.636292 5.664330 -0.904905 0.010 0.006 -0.018
H -6.981042 2.655767 2.192046 0.050 0.225 0.089
H -1.100168 -3.753116 -4.649583 0.024 0.016 0.011
H -3.107390 2.804938 3.170034 0.121 0.120 0.142
H -1.538648 3.732286 4.781307 -0.029 -0.055 0.042
H 7.658552 4.179520 -5.956529 -0.019 0.012 0.013
H -2.008493 -6.400569 -3.191044 0.006 0.006 -0.009
H -11.126542 0.560931 3.859051 0.021 0.000 0.022
H -4.409644 -9.603659 -4.664222 0.024 0.013 -0.011
H 5.903835 -0.242116 -0.508990 0.024 0.027 -0.034
H -3.745613 4.214194 1.052682 0.180 0.138 0.075
H 4.733925 2.614531 -0.159517 -0.009 -0.021 0.014
H -2.708303 -6.934423 -0.867899 0.030 0.014 -0.001
H 8.328521 0.083392 -0.842774 0.020 0.015 -0.019
H -12.797724 2.197487 3.015609 0.002 -0.022 -0.011
H -1.926548 4.636203 2.155749 -0.104 0.015 -0.215
H 6.976726 3.576398 0.235618 -0.011 -0.056 -0.017
H -4.247253 -8.823514 -0.447810 0.001 0.004 0.003
H -5.036800 3.799797 2.132240 -0.158 -0.065 0.105
H 1.257468 4.175288 3.849715 0.109 0.104 0.053
H -0.899066 -1.969152 -0.100919 -0.111 0.046 -0.030
H -4.203084 2.283028 -0.384916 0.043 -0.238 -0.058
H -12.310738 4.617571 3.116491 0.002 0.003 0.000
H 2.167958 -7.157644 -3.176992 0.016 0.007 0.014
H 6.196865 1.621621 3.344909 0.030 0.006 -0.023
H -2.273044 1.041908 0.959052 0.282 -0.192 -0.065
H -8.386826 0.377441 2.266379 -0.085 -0.077 0.074
H 0.805387 -7.558308 -5.199356 -0.014 -0.004 0.000



[2]
17
Properties=species:S:1:pos:R:3:forces:R:3 method="wB97M-V/def2-TZVPD" e_lumo_ev=0.7 smiles="CC=O.CSSC" relative_energy_ev=0.8081
S 1.560339 -0.175979 1.575546 -0.411 -0.218 -0.668
S 0.648525 -1.257150 0.045262 0.050 0.232 0.681
O -1.498164 1.757718 -0.853132 0.034 -0.018 0.351
C 1.310609 1.539344 1.029234 0.351 -0.102 0.482
C -1.080493 0.949846 -1.644246 -0.621 0.707 -0.146
C -1.058961 -1.406774 0.678385 0.369 0.308 -0.112
C -2.000520 0.092967 -2.463148 0.875 -0.989 -0.069
H -1.441262 -0.424971 0.953310 0.036 -0.001 0.005
H -1.064799 -2.067865 1.539189 -0.152 -0.096 -0.072
H 1.771264 2.129688 1.826582 0.003 0.046 -0.103
H 0.265736 1.822036 0.960954 -0.068 -0.124 -0.170
H -0.001603 0.898823 -1.837863 0.106 -0.205 -0.172
H -1.491623 -0.858362 -2.664480 -0.042 0.085 -0.096
H -2.141260 0.566054 -3.435987 -0.229 0.085 0.056
H 1.856674 1.714694 0.106448 -0.134 0.057 -0.065
H -1.661526 -1.785688 -0.146937 -0.020 -0.211 0.112
H -2.932095 -0.148717 -1.960560 -0.147 0.444 -0.016



[3]
20
Properties=species:S:1:pos:R:3:forces:R:3 method="wB97M-V/def2-TZVPD" e_lumo_ev="-2.7 / -5.0" relative_energy_ev=0.0000 spin_multiplicity=2 total_charge=+1
Cd 0.895003 -3.019746 2.135407 0.311 -1.310 2.834
O -0.425601 -1.736565 -1.270591 -0.024 -0.145 0.475
O 1.644928 -1.043025 -1.028363 0.008 -0.079 0.478
O -0.518297 1.018376 1.431625 0.037 0.145 -0.103
O 0.916076 -2.769708 0.187057 -0.201 0.839 -2.475
O 0.121202 -0.850059 2.245544 -0.188 0.517 0.302
C 0.686281 -1.823917 -0.571348 0.450 -0.654 -1.788
C -0.055839 -0.143689 1.138146 -0.126 0.164 -0.230
C -0.660779 1.235303 2.870811 -0.151 0.240 0.425
C 1.086290 -0.096711 -1.955378 0.017 0.328 -0.135
C -0.260188 -0.109951 3.453604 -0.012 0.049 0.401
C -0.341369 -0.617061 -2.169098 -0.182 0.290 -0.180
H 1.110844 0.893762 -1.487925 0.014 -0.244 -0.140
H -1.703473 1.506583 3.056267 0.278 -0.038 -0.031
H 0.007150 2.057099 3.145173 -0.194 -0.202 -0.074
H -1.077149 -0.660921 3.927305 0.187 0.173 -0.066
H 1.698666 -0.106417 -2.861207 -0.115 -0.011 0.250
H -1.105789 0.108756 -1.872472 0.178 -0.181 -0.144
H 0.622254 -0.086493 4.098728 -0.276 0.068 -0.080
H -0.525088 -0.980091 -3.184656 -0.010 0.051 0.281



[4]
43
Properties=species:S:1:pos:R:3:forces:R:3 method="wB97M-V/def2-TZVPD" e_lumo_ev=0.8 smiles="COc1ccc(C)cc1S(=O)(=O)NC1CCCCCC1" relative_energy_ev=0.5394
S 0.455528 -1.335601 -0.341001 0.153 -0.152 0.410
O 0.924387 -2.670031 -0.084157 0.080 0.171 0.271
O 0.370119 1.636720 -0.432633 0.203 -0.053 0.343
O -0.100957 -1.050141 -1.633984 -0.131 0.246 0.203
N -0.616292 -0.929109 0.862038 0.735 -0.230 -0.574
C 4.158606 0.105350 0.428300 -0.147 0.016 -0.056
C 2.720657 1.994976 -0.032336 -0.305 -0.063 -0.037
C 1.825675 -0.219036 -0.055082 -0.644 -0.162 -0.227
C 1.628806 1.146340 -0.195521 0.163 0.175 -0.001
C 3.963784 1.475276 0.275048 -0.051 -0.149 -0.028
C 5.509761 -0.438227 0.776322 -0.009 0.033 0.054
C -2.913746 -1.471408 0.189026 0.046 0.129 -0.350
C -3.161072 1.792680 1.082959 -0.053 -0.107 -0.028
C -4.150950 -0.998914 -0.570346 -0.055 -0.115 0.341
C -4.895852 0.169015 0.077014 0.011 0.060 -0.350
C -4.144502 1.495986 -0.053289 -0.120 0.050 0.249
C 0.135810 2.064608 -1.764738 -0.063 0.035 -0.363
C -1.901865 -0.361891 0.488242 -0.311 0.153 -0.059
C -2.378237 0.582571 1.595675 0.124 0.160 -0.155
C 3.066645 -0.735192 0.257114 0.148 -0.032 0.016
H 0.087626 1.200500 -2.434376 0.012 0.109 0.044
H -1.499548 0.944525 2.131770 -0.038 -0.030 0.048
H -0.825223 2.576074 -1.751139 0.026 0.014 -0.061
H -1.692892 0.202228 -0.421054 -0.197 0.063 0.022
H -5.860595 0.266125 -0.427373 -0.023 -0.016 0.090
H 2.582823 3.060999 -0.136983 -0.063 0.094 -0.001
H 4.801600 2.145865 0.401850 0.084 0.078 0.012
H -4.834741 -1.846755 -0.661288 0.033 -0.005 -0.091
H -3.705722 2.223003 1.927020 0.029 0.077 -0.019
H 5.528084 -1.519262 0.673605 0.077 -0.082 0.005
H -2.985091 0.017463 2.306076 -0.001 -0.041 0.071
H 5.761787 -0.184767 1.805737 0.084 -0.039 0.062
H -2.453536 2.546444 0.732945 0.032 0.079 0.068
H -5.099362 -0.047843 1.126375 -0.110 -0.033 0.109
H -4.865630 2.316245 -0.091702 0.059 0.018 -0.098
H 6.273738 -0.008297 0.131519 0.094 -0.028 -0.026
H -3.612703 1.495440 -1.006298 -0.012 0.052 -0.106
H 0.913468 2.754670 -2.106482 -0.054 -0.007 0.059
H -0.670812 -1.667993 1.545366 0.138 -0.247 0.097
H 3.155439 -1.806408 0.351728 0.105 -0.125 0.030
H -3.214476 -1.937623 1.132634 0.032 -0.041 0.055
H -2.408467 -2.230562 -0.413947 -0.054 -0.042 0.056
H -3.854193 -0.708530 -1.580424 -0.027 -0.012 -0.082